The following is a DFT calculation (wB97M-V/def2-TZVPD) of a 13-piece molecular cluster, C23H46Cl16O15 overall at a distorted geometry.

Bonds (Å) are listed after each position.
Geometry (Å):
1 C 21.173 12.410 28.240  O2 1.424, H7 1.087, H8 1.090, H9 1.091
2 O 20.826 13.465 27.350  C1 1.424, C3 1.303
3 C 20.213 14.525 27.796  O2 1.303, O4 1.217, O5 1.321
4 O 19.951 14.744 28.964  C3 1.217
5 O 19.829 15.293 26.792  C3 1.321, C6 1.414
6 C 19.217 16.533 27.084  O5 1.414, H10 1.084, H11 1.092, H12 1.093
7 H 22.143 11.981 28.000  C1 1.087
8 H 20.458 11.591 28.177  C1 1.090
9 H 21.223 12.730 29.281  C1 1.091
10 H 19.355 16.837 28.115  C6 1.084
11 H 18.172 16.584 26.774  C6 1.092
12 H 19.609 17.314 26.426  C6 1.093
13 C 20.021 8.164 24.722  O14 1.432, H19 1.086, H20 1.091, H21 1.089
14 O 19.999 9.176 23.709  C13 1.432, C15 1.321
15 C 21.098 9.906 23.645  O14 1.321, O16 1.198, O17 1.317
16 O 22.026 9.832 24.399  C15 1.198
17 O 20.994 10.752 22.641  C15 1.317, C18 1.402
18 C 21.900 11.817 22.540  O17 1.402, H22 1.090, H23 1.090, H24 1.092
19 H 20.907 7.537 24.681  C13 1.086
20 H 19.173 7.501 24.540  C13 1.091
21 H 19.786 8.654 25.665  C13 1.089
22 H 22.345 12.130 23.485  C18 1.090
23 H 21.380 12.688 22.143  C18 1.090
24 H 22.726 11.614 21.855  C18 1.092
25 C 23.073 13.166 33.290  O26 1.423, H31 1.091, H32 1.085, H33 1.090
26 O 22.190 13.459 34.367  C25 1.423, C27 1.327
27 C 22.135 14.715 34.792  O26 1.327, O28 1.195, O29 1.339
28 O 22.548 15.684 34.227  C27 1.195
29 O 21.587 14.708 36.014  C27 1.339, C30 1.392
30 C 21.466 15.874 36.764  O29 1.392, H34 1.097, H35 1.090, H36 1.090
31 H 22.673 13.593 32.368  C25 1.091
32 H 23.110 12.082 33.245  C25 1.085
33 H 24.065 13.595 33.427  C25 1.090
34 H 21.875 16.741 36.229  C30 1.097
35 H 22.044 15.826 37.688  C30 1.090
36 H 20.431 16.147 36.969  C30 1.090
37 C 20.216 5.272 30.096  O38 1.421, H43 1.087, H44 1.088, H45 1.090
38 O 19.005 4.787 30.658  C37 1.421, C39 1.322
39 C 18.815 4.850 31.964  O38 1.322, O40 1.190, O41 1.335
40 O 17.826 4.478 32.510  C39 1.190
41 O 19.858 5.387 32.601  C39 1.335, C42 1.426
42 C 19.728 5.535 34.013  O41 1.426, H46 1.086, H47 1.091, H48 1.088
43 H 20.085 5.112 29.029  C37 1.087
44 H 21.110 4.780 30.474  C37 1.088
45 H 20.429 6.334 30.225  C37 1.090
46 H 20.722 5.644 34.437  C42 1.086
47 H 19.312 4.606 34.407  C42 1.091
48 H 19.076 6.367 34.270  C42 1.088
49 C 19.268 8.658 29.650  O50 1.420, H55 1.087, H56 1.087, H57 1.085
50 O 20.253 9.426 30.326  C49 1.420, C51 1.334
51 C 21.386 9.690 29.674  O50 1.334, O52 1.213, O53 1.304
52 O 21.756 9.166 28.645  C51 1.213
53 O 22.048 10.550 30.396  C51 1.304, C54 1.433
54 C 23.430 10.825 30.132  O53 1.433, H58 1.089, H59 1.087, H60 1.083
55 H 18.716 8.049 30.362  C49 1.087
56 H 19.653 8.013 28.864  C49 1.087
57 H 18.565 9.363 29.216  C49 1.085
58 H 24.010 9.914 29.996  C54 1.089
59 H 23.829 11.184 31.078  C54 1.087
60 H 23.528 11.504 29.294  C54 1.083
61 C 22.723 14.943 27.453  Cl62 1.775, Cl63 1.771, H64 1.085, H65 1.086
62 Cl 23.975 13.692 27.586  C61 1.775
63 Cl 23.176 16.364 28.407  C61 1.771
64 H 22.666 15.190 26.399  C61 1.085
65 H 21.754 14.635 27.836  C61 1.086
66 C 23.652 6.332 28.698  Cl67 1.799, Cl68 1.745, H69 1.090, H70 1.088
67 Cl 23.777 4.757 29.558  C66 1.799
68 Cl 22.418 6.225 27.468  C66 1.745
69 H 23.363 7.136 29.375  C66 1.090
70 H 24.619 6.683 28.345  C66 1.088
71 C 27.068 9.456 30.601  Cl72 1.786, Cl73 1.770, H74 1.081, H75 1.084
72 Cl 25.934 8.189 30.054  C71 1.786
73 Cl 26.753 11.043 29.883  C71 1.770
74 H 26.969 9.539 31.674  C71 1.081
75 H 28.057 9.100 30.335  C71 1.084
76 C 24.545 9.168 25.857  Cl77 1.788, Cl78 1.752, H79 1.086, H80 1.083
77 Cl 26.077 9.323 26.767  C76 1.788
78 Cl 24.787 8.175 24.434  C76 1.752
79 H 23.799 8.636 26.439  C76 1.086
80 H 24.130 10.135 25.602  C76 1.083
81 C 25.074 7.956 33.772  Cl82 1.780, Cl83 1.779, H84 1.086, H85 1.086
82 Cl 24.702 9.530 33.027  C81 1.780
83 Cl 24.060 6.692 33.038  C81 1.779
84 H 26.123 7.697 33.655  C81 1.086
85 H 24.892 7.982 34.842  C81 1.086
86 C 19.891 9.952 32.880  Cl87 1.735, Cl88 1.806, H89 1.084, H90 1.083
87 Cl 19.808 11.383 33.858  C86 1.735
88 Cl 20.717 8.557 33.675  C86 1.806
89 H 18.885 9.645 32.620  C86 1.084
90 H 20.522 10.117 32.015  C86 1.083
91 C 15.492 8.635 33.726  Cl92 1.789, Cl93 1.760, H94 1.087, H95 1.086
92 Cl 16.513 8.435 32.271  C91 1.789
93 Cl 16.057 7.538 34.981  C91 1.760
94 H 15.539 9.650 34.111  C91 1.087
95 H 14.440 8.488 33.497  C91 1.086
96 C 17.516 12.744 30.107  Cl97 1.781, Cl98 1.767, H99 1.085, H100 1.084
97 Cl 16.762 11.317 29.353  C96 1.781
98 Cl 18.901 12.379 31.141  C96 1.767
99 H 17.868 13.303 29.246  C96 1.085
100 H 16.791 13.363 30.622  C96 1.084

The value obtained for the HOMO energy is -10.3 eV. The calculation puts the energy above the lowest of the compared OMol25 structures with the same formula, charge and spin at 1.9807 eV. The calculation puts the energy at -9395.54683 Ha.